ORCA calculation (ωB97M-V/def2-TZVPD) on a 8-piece molecular cluster, C7H29NO7 overall in a non-equilibrium geometry.

Calculated values
2S+1: 1
M (u): 239.3
HOMO energy (eV): -8.40
ΔE to the lowest compared entry with this formula, charge and spin (kJ/mol): 61.9
LUMO (eV): 0.357
Structure (SMILES): CCCC/C=C(/C)N.O.O.O.O.O.O.O

The geometry in XYZ format:
```
44
Properties=species:S:1:pos:R:3:forces:R:3
C -3.6965 0.2705 1.0073 0.2 -0.1 0.8
C -2.3993 1.0855 1.1578 -0.6 -1.3 0.1
C -1.1687 0.1641 1.2874 -0.4 1.5 -0.7
C -0.8091 -0.4612 -0.0900 0.3 -0.6 0.9
C 0.6304 -0.2874 -0.4991 -0.4 -0.6 0.3
C 1.6455 -0.7667 0.2112 1.0 0.1 -0.5
C 3.0782 -0.4473 -0.1569 -0.5 0.2 0.3
N 1.5409 -1.4371 1.4534 -0.7 -0.5 -0.3
H -4.5635 0.9240 0.9305 -0.1 0.0 -0.6
H -3.8910 -0.2785 1.9394 0.2 -0.1 -0.1
H -3.6327 -0.4825 0.2205 -0.2 0.2 -0.2
H -2.2715 1.7042 0.2675 0.0 0.4 0.3
H -2.5460 1.6410 2.0824 0.3 0.6 -0.2
H -0.3709 0.8259 1.6262 0.1 -0.4 0.1
H -1.3692 -0.5842 2.0499 0.1 -0.1 0.0
H -1.0010 -1.5219 0.0731 -0.1 -0.3 -0.6
H -1.4799 -0.1321 -0.8789 -0.1 0.1 0.0
H 0.8632 0.1335 -1.4611 0.0 0.4 0.1
H 3.7835 -1.2656 -0.0180 -0.1 -0.3 -0.2
H 3.0834 -0.0894 -1.1794 0.3 0.1 -0.1
H 3.4188 0.3536 0.5076 0.1 0.1 -0.2
H 0.6505 -1.9378 1.5249 0.2 0.3 0.2
H 2.2667 -2.1389 1.5143 0.1 0.0 0.2
O -0.4819 -2.3559 3.5581 0.5 0.0 0.3
H 0.1530 -1.6250 3.5673 -0.2 0.1 -0.1
H -0.0979 -2.9664 4.2022 -0.3 0.0 -0.1
O 0.9437 2.9357 0.5649 -0.4 0.0 -0.5
H 0.9509 2.2968 1.3003 0.4 0.3 0.0
H 1.4230 3.7211 0.8367 0.0 -0.1 0.3
O -0.6453 3.0997 -2.3031 -0.1 0.2 0.3
H -0.6739 3.2688 -1.3482 0.2 0.0 -0.2
H -0.5216 3.9562 -2.7308 0.0 -0.1 0.2
O 0.9466 -1.7157 -3.3606 1.8 1.0 0.3
H 1.7424 -1.8117 -2.8067 -0.5 -0.9 0.0
H 1.0770 -0.7503 -3.4858 -1.2 -0.1 -0.6
O 1.7325 1.1400 2.6069 0.4 0.3 0.2
H 1.8361 0.3307 2.0789 -0.3 -0.3 0.4
H 2.6387 1.4168 2.7867 -0.1 0.1 0.1
O -0.9786 -3.4166 -2.5342 0.0 -0.1 0.2
H -1.7715 -3.4156 -3.0751 0.1 0.1 -0.1
H -0.3255 -2.8187 -2.9481 -0.4 -0.1 0.1
O 0.3214 1.0169 -3.7502 1.0 -0.7 -0.7
H 0.5825 1.6090 -3.0382 -0.8 0.3 0.1
H -0.6133 0.8125 -3.6906 -0.1 0.4 0.4
```
Positions in Å, forces in eV/Å.

=====

ORCA calculation (ωB97M-V/def2-TZVPD) on C7H2InO7 as an isolated structure in a non-equilibrium geometry.

Calculated values
2S+1: 1
M (u): 312.9
Total charge: -1
HOMO energy (eV): -5.02
ΔE to the lowest compared entry with this formula, charge and spin (kJ/mol): 0.0
LUMO (eV): 0.692

The geometry in XYZ format:
```
17
Properties=species:S:1:pos:R:3:forces:R:3
In 0.2005 2.1679 0.2488 2.4 9.4 -0.5
C 0.9913 3.7526 -1.6543 -5.1 2.1 -5.3
O 1.1208 4.0545 -0.4760 1.6 -0.7 10.7
O 0.7602 2.5555 -1.9532 1.0 -0.2 -1.5
O 0.6051 4.8113 -2.2170 1.3 0.1 -3.3
C -0.1008 -1.4905 1.9637 0.3 6.3 -1.3
C -0.5123 -2.6287 1.2537 1.6 -4.0 2.0
C -0.7550 -2.6327 -0.2107 -2.4 -3.2 -2.8
O -1.1771 -3.6333 -0.8967 1.1 1.6 2.7
C -0.5299 -1.4783 -0.9093 1.4 5.4 0.7
C -0.1227 -0.2239 -0.2661 -1.9 -9.3 1.8
C -0.0294 -0.1521 1.2954 -1.6 -8.1 -0.2
O 0.0946 0.9987 1.7828 0.3 1.0 3.2
O 0.3384 0.7262 -0.8540 0.7 -2.1 -4.7
O -0.4095 -3.7239 1.8758 -0.9 1.6 -1.3
H 0.1684 -1.6292 3.0004 -0.2 0.2 0.1
H -0.6426 -1.4742 -1.9834 0.1 0.0 0.0
```
Positions in Å, forces in eV/Å.

=====

ORCA calculation (ωB97M-V/def2-TZVPD) on a 8-piece molecular cluster, C7H30N2O9 overall in a non-equilibrium geometry.

Calculated values
2S+1: 1
M (u): 286.3
HOMO energy (eV): -9.27
ΔE to the lowest compared entry with this formula, charge and spin (kJ/mol): 0.0
LUMO (eV): -0.697

The geometry in XYZ format:
```
48
Properties=species:S:1:pos:R:3:forces:R:3
N -3.0861 -2.6609 0.0381 -0.1 -1.4 -0.9
H -3.0935 -2.6043 1.0604 -0.2 0.5 -0.1
H -3.3640 -1.8337 -0.4831 0.4 0.4 0.5
H -3.6946 -3.4121 -0.3057 -0.2 0.1 0.6
H -2.1565 -3.0335 -0.2633 0.4 0.4 0.1
N 0.3606 -1.5075 0.6890 0.4 0.8 0.2
O 0.1654 -2.3610 1.5804 0.0 0.1 -0.4
O -0.4260 -1.4785 -0.3037 0.0 -0.1 0.3
O 1.2900 -0.6841 0.7724 -0.7 -0.7 -0.3
C -2.4437 0.2139 2.3253 -0.7 -0.5 0.8
O -3.5712 -0.6075 2.6830 0.1 -1.1 -0.4
H -1.5812 -0.3495 2.6745 0.1 0.1 0.0
H -2.3516 0.3328 1.2462 -0.1 0.4 0.0
H -2.5465 1.1234 2.9112 0.5 0.4 -0.5
H -4.4241 -0.1715 2.6702 0.2 0.5 -0.1
C 3.1257 3.4587 2.6273 -0.3 0.2 -0.2
C 2.4302 2.3537 1.8416 -0.1 -0.3 0.2
C 2.8335 2.3938 0.3702 1.1 0.3 0.6
O 2.8035 1.1265 2.4513 0.3 -0.4 0.1
H 4.2106 3.3595 2.5872 0.0 -0.1 -0.2
H 2.8450 3.4668 3.6794 -0.2 -0.1 0.0
H 2.8389 4.4143 2.1772 0.1 0.0 0.2
H 1.3372 2.4505 1.9527 0.1 0.2 -0.1
H 2.6163 3.3669 -0.0747 -0.5 -0.2 -0.2
H 2.4916 1.5315 -0.1927 -0.4 0.2 -0.2
H 3.9312 2.3520 0.3649 -0.1 -0.2 -0.1
H 2.4218 0.3650 1.9822 0.0 0.4 0.1
C -0.6518 2.1340 -2.1162 -0.2 0.0 0.4
C -1.2361 1.0749 -3.0475 -0.3 0.7 -0.3
C -1.0126 1.4685 -4.5037 0.4 0.7 0.2
O -0.6483 -0.1862 -2.8426 0.1 -0.6 -0.1
H -0.8799 1.9166 -1.0682 0.0 -0.2 0.0
H -1.0689 3.1244 -2.3099 0.0 -0.1 -0.2
H 0.4335 2.1861 -2.1984 0.1 0.0 -0.1
H -2.3253 1.0360 -2.8961 0.0 -0.1 0.2
H 0.0599 1.4977 -4.7136 0.0 -0.3 -0.1
H -1.3313 2.5072 -4.6370 -0.2 -0.1 0.0
H -1.5279 0.8671 -5.2480 0.0 -0.3 0.2
H -0.7390 -0.5241 -1.9359 0.1 0.4 0.0
O -0.9830 -4.3689 -0.2539 0.2 0.1 -0.1
H -0.2640 -3.7662 0.0101 -0.2 -0.2 0.2
H -0.5712 -5.0475 -0.8009 -0.1 0.1 0.0
O 1.0497 -4.8649 2.8804 0.0 0.1 -0.2
H 1.9330 -5.1126 2.5885 0.0 0.0 0.1
H 0.9373 -3.9497 2.5787 0.0 -0.1 0.1
O 2.2579 -0.5514 -2.4377 -0.1 0.1 0.1
H 2.2412 -0.8482 -1.5198 0.0 0.1 0.0
H 1.3642 -0.1977 -2.5896 0.2 -0.3 0.0
```
Positions in Å, forces in eV/Å.

=====

ORCA calculation (ωB97M-V/def2-TZVPD) on a 9-piece molecular cluster, C7H30NO8 overall in a non-equilibrium geometry.

Calculated values
2S+1: 2
M (u): 256.3
Total charge: +2
HOMO energy (spin up / spin down) (eV): -16.84 / -16.84
ΔE to the lowest compared entry with this formula, charge and spin (kJ/mol): 416.3
LUMO (spin up / spin down) (eV): -7.515 / -11.208

The geometry in XYZ format:
```
46
Properties=species:S:1:pos:R:3:forces:R:3
C 0.0617 -2.2545 -1.8494 0.4 0.7 0.8
C 0.2072 -0.8454 -1.2456 -0.5 -0.4 -1.4
C 1.6544 -0.3289 -1.5099 -0.7 1.7 0.9
C 1.7391 0.7035 -0.3972 0.4 -2.3 -0.3
C 1.8865 0.1809 0.8902 0.0 1.9 0.4
C 1.8331 1.1259 1.9915 0.3 -1.2 0.7
C 0.6120 1.5771 2.3170 -1.5 1.4 -2.1
N -0.8485 0.0505 -1.8787 2.1 0.6 0.5
H -0.9889 -2.5192 -1.7727 0.0 -0.4 -0.5
H 0.6602 -2.9426 -1.2535 -0.2 -0.1 0.2
H 0.5288 -2.2551 -2.8306 -0.6 -0.2 -0.4
H -0.1336 -0.8569 -0.2170 0.5 -0.2 0.5
H 2.2545 -1.2263 -1.4621 0.6 0.2 0.5
H 1.8257 0.1716 -2.4615 -0.5 -0.4 -0.3
H 1.6249 1.7727 -0.5688 -0.1 0.0 0.1
H 2.0728 -0.8675 1.0852 0.6 -0.1 -0.5
H 2.7100 1.1630 2.6274 0.0 0.2 0.3
H 0.1505 2.3286 2.9473 1.1 -0.3 1.2
H -0.1701 1.3456 1.5873 0.1 -0.3 0.0
H -1.6325 0.0603 -1.2563 -1.7 -0.8 -0.5
H -0.9706 -0.2416 -2.8559 -1.3 0.3 0.0
H -0.6269 1.0489 -1.8061 0.4 -0.1 -0.7
H 3.4470 1.5192 -2.9002 0.1 0.6 -1.0
H 4.3958 1.4682 -1.8523 1.0 0.5 0.0
O 4.2431 2.0092 -2.6452 -1.0 -1.1 0.9
H -4.6039 1.0836 2.3740 -0.2 0.1 0.4
H -3.7592 0.6631 3.6342 -0.4 0.2 0.1
O -3.8565 0.5681 2.6840 0.7 -0.3 -0.7
H -0.4513 -3.2736 3.1941 0.1 -0.4 0.0
H -0.6671 -2.5367 4.4746 -0.2 0.0 0.4
O -1.1605 -2.9447 3.7580 0.3 0.4 -0.5
H -1.4337 -1.8328 1.8316 -0.3 -0.3 0.7
H -2.2977 -0.5590 1.6327 -0.4 -0.2 0.5
O -1.7635 -1.2179 1.1754 0.4 0.7 -1.1
H 2.5457 -3.1114 2.5524 0.2 0.5 0.4
H 1.7039 -1.7165 2.5096 0.6 -0.2 1.1
O 1.7809 -2.6243 2.2336 -0.9 -0.6 -1.1
H -3.3753 0.5811 -0.3279 -0.2 -0.2 0.0
H -4.2000 1.4597 -1.1898 -0.5 0.5 -0.4
O -3.4551 0.8676 -1.2487 0.7 -0.4 0.7
H 2.7509 4.4261 -0.1272 0.1 0.7 0.1
H 1.4180 5.2011 0.2954 0.4 0.5 0.0
O 1.8025 4.3785 0.0004 -0.5 -1.4 -0.1
H -1.9508 -1.3858 -4.8417 -0.3 -0.1 -0.3
H -3.0410 -1.4812 -3.7788 -0.8 -0.8 0.4
O -2.5231 -0.8644 -4.2686 1.4 0.9 -0.1
```
Positions in Å, forces in eV/Å.

=====

ORCA calculation (ωB97M-V/def2-TZVPD) on a 9-piece molecular cluster, C7H31NO8 overall in a non-equilibrium geometry.

Calculated values
2S+1: 1
M (u): 257.3
HOMO energy (eV): -8.16
ΔE to the lowest compared entry with this formula, charge and spin (kJ/mol): 596.6
LUMO (eV): 0.184
Structure (SMILES): CCC/C(=C/N)CC.O.O.O.O.O.O.O.O

The geometry in XYZ format:
```
47
Properties=species:S:1:pos:R:3:forces:R:3
C 3.8630 -1.3026 1.2410 0.3 -1.9 -2.5
C 2.4089 -0.7979 0.7069 3.3 -3.4 -2.5
C 1.3602 -1.9535 0.6121 -1.2 0.0 0.1
C 0.0053 -1.6294 1.2719 0.4 -0.3 -0.4
C -0.1516 -0.5449 2.0332 -0.6 0.5 -0.9
N -1.4742 0.0885 2.1392 6.7 -0.1 -2.6
C -1.0353 -2.5370 0.5801 -5.3 7.6 2.6
C -1.4387 -1.6535 -0.6291 2.0 -2.7 -3.4
H 4.7717 -1.6407 0.5604 -2.4 0.6 0.5
H 4.3461 -0.5956 1.8035 0.8 2.5 1.3
H 3.8139 -2.1053 1.9586 -0.7 -0.6 0.1
H 2.5750 -0.2560 -0.2555 -0.2 -0.7 0.4
H 2.2577 -0.0419 1.3605 -1.4 2.1 2.1
H 0.9970 -2.2610 -0.4708 1.7 0.6 2.0
H 1.6348 -2.8607 1.1870 0.7 0.2 -0.8
H 0.8141 -0.0369 2.3594 -2.1 -0.1 -0.3
H -1.4603 0.8566 2.6720 -0.6 3.2 2.8
H -2.1473 -0.5294 2.1726 -4.5 -3.5 0.6
H -2.0896 -2.7471 1.1167 2.6 0.4 -0.5
H -0.5875 -3.3696 0.4046 2.4 -5.4 -1.7
H -1.6620 -0.6372 -0.4956 0.2 1.1 0.9
H -2.3119 -1.9893 -1.1801 -0.2 -0.6 0.0
H -0.5794 -1.7405 -1.4834 -2.0 0.4 2.1
O 1.9733 3.3545 1.8583 2.4 -1.9 2.2
H 2.8280 2.8990 2.2883 -2.8 1.7 -1.8
H 2.2544 3.7709 1.0468 0.4 0.0 -0.4
O -2.6690 1.2493 -0.3651 -3.7 0.4 -4.7
H -3.0210 2.1259 -0.2990 -0.2 0.7 0.2
H -2.0766 1.1212 0.2741 3.5 -0.8 4.7
O 0.3521 1.2956 -1.2709 -0.3 -2.1 1.1
H -0.3025 1.2289 -0.4992 1.7 -0.1 -1.7
H 0.8715 0.4231 -1.3226 -1.4 1.8 0.6
O -4.8620 -0.0843 -1.7320 0.5 0.5 -0.4
H -4.1192 0.5350 -1.9590 -1.5 -0.5 1.3
H -4.6768 -0.5038 -0.8773 0.3 0.5 -0.3
O 1.3922 -1.6831 -3.1083 -2.1 0.7 -0.4
H 0.5362 -1.1843 -2.9443 1.5 -0.7 -0.1
H 1.1181 -2.1341 -3.9296 0.6 0.0 0.4
O 2.1833 2.9303 -2.3593 -2.9 -0.7 4.2
H 1.4344 2.2484 -2.1246 1.9 2.0 -0.6
H 2.4860 2.7682 -3.1916 1.2 -0.8 -3.6
O -2.5064 -0.3095 -3.3202 1.9 1.9 -0.4
H -3.1904 -0.2673 -2.6581 -0.1 -0.7 0.1
H -1.9699 0.5333 -3.1772 -1.0 -1.7 -0.2
O -0.8861 3.0830 3.4409 -2.9 -2.9 1.2
H 0.0128 2.9654 3.4251 3.5 -0.2 -0.3
H -1.0720 3.9192 3.1395 -0.5 3.0 -1.1
```
Positions in Å, forces in eV/Å.

=====

ORCA calculation (ωB97M-V/def2-TZVPD) on a 10-piece molecular cluster, C7H33NO9 overall in a non-equilibrium geometry.

Calculated values
2S+1: 1
M (u): 275.3
HOMO energy (eV): -9.58
ΔE to the lowest compared entry with this formula, charge and spin (kJ/mol): 357.7
LUMO (eV): 0.134
Structure (SMILES): C=CCCCN(C)C.O.O.O.O.O.O.O.O.O

The geometry in XYZ format:
```
50
Properties=species:S:1:pos:R:3:forces:R:3
C 3.5771 -1.3874 -0.3106 0.3 0.6 1.3
C 2.4074 -0.8328 -0.6009 0.6 -0.7 -0.3
C 1.3111 -1.5734 -1.3138 1.0 1.3 -1.3
C -0.0014 -1.6045 -0.5457 0.0 -0.7 1.7
C -0.4406 -0.2087 0.0570 -0.8 -1.7 -0.9
N -1.3712 -0.2892 1.2349 0.5 1.0 -0.6
C -0.9672 -1.1874 2.3001 -1.0 -0.8 0.0
C -1.5881 1.0556 1.8094 -2.0 0.7 -1.6
H 4.3199 -0.9496 0.3957 -0.6 0.0 -1.0
H 3.7760 -2.4190 -0.5266 0.0 -0.4 -0.3
H 2.1784 0.1839 -0.3434 0.2 0.2 0.0
H 1.1502 -0.9859 -2.2775 0.1 -1.0 0.7
H 1.7791 -2.5563 -1.5412 -1.0 0.4 -0.1
H 0.1135 -2.4340 0.2232 -0.3 1.2 -0.6
H -0.7808 -1.8886 -1.2289 -0.4 -0.4 -0.3
H 0.4897 0.3241 0.2157 -0.3 0.7 0.6
H -1.0046 0.2274 -0.8116 0.5 0.3 1.1
H -1.7553 -1.1244 3.0836 1.0 0.4 -0.1
H -1.0829 -2.2209 1.9859 0.2 -0.2 -0.3
H 0.0697 -1.0752 2.6246 -0.1 0.2 0.5
H -1.8329 1.7776 0.9912 0.4 -0.6 0.2
H -2.5629 1.1002 2.3703 1.2 -0.4 0.1
H -0.7569 1.5203 2.3275 0.3 -0.3 0.5
O -1.8962 3.2551 -2.6716 0.2 1.1 -0.3
H -1.0187 2.8805 -2.8467 -0.5 -0.4 0.1
H -2.4166 2.6157 -2.2003 0.0 -0.6 0.2
O 1.5901 2.7754 -0.7543 0.0 1.4 -0.6
H 1.8862 3.7100 -0.7906 0.3 -0.7 0.7
H 0.9503 2.8781 -1.4660 -0.5 -0.6 -0.2
O -2.7448 -3.6534 -0.3578 1.2 -0.5 -1.5
H -2.3532 -2.8779 0.0372 -0.1 0.5 0.6
H -2.1349 -3.7036 -1.1432 -1.1 -0.5 0.9
O -3.6628 -1.0360 -0.5815 -0.3 0.8 -2.5
H -3.3020 -0.8657 0.2677 0.2 -0.3 1.7
H -4.3388 -1.6997 -0.7317 0.2 -0.2 1.0
O 0.1350 1.5078 -3.0846 0.4 -0.2 0.0
H 0.5499 1.1081 -2.3198 0.4 0.0 0.3
H -0.4570 0.8023 -3.3640 -0.6 0.0 -0.3
O 2.9936 1.8046 1.4556 0.4 0.1 1.4
H 3.7167 2.3989 1.2372 -0.1 0.0 -0.1
H 2.6414 1.4814 0.6406 -0.2 0.2 -0.9
O 2.5059 -1.2109 2.2863 0.7 1.5 1.3
H 1.9685 -0.4930 1.9400 -0.6 -0.3 -0.6
H 3.0939 -0.5805 2.7770 -0.1 -1.3 -0.1
O 1.5937 1.5751 4.2109 0.4 0.2 -0.6
H 0.8448 1.0113 4.0274 -0.4 -0.3 0.2
H 1.9657 1.7300 3.3214 0.0 0.1 0.4
O -2.5481 -0.2511 -2.9541 -0.3 0.3 0.8
H -3.1501 -0.0193 -2.2139 0.1 0.4 -0.6
H -2.3136 -1.0877 -2.5519 0.4 -0.7 -0.3
```
Positions in Å, forces in eV/Å.